(1)
Density functional theory data (ωB97M-V/def2-TZVPD) for a molecular structure, C23H34BBeCl3F7KLiNNaO11S.

Structure (XYZ):
```
85
C23H34BBeCl3F7KLiNNaO11S | the OMol25 dataset | ωB97M-V/def2-TZVPD
Be -2.5184 -0.6031 -3.0617
C -0.9797 -0.9577 0.8290
H 1.0784 -0.0348 1.3829
Na 0.4843 -0.7540 2.7092
O -1.0522 -1.8581 1.8181
H 2.3865 -4.7500 1.2705
H 2.5592 -6.2476 0.0917
Cl 2.8222 1.7890 0.1784
C 3.0825 -4.2053 -0.8472
H 1.3872 -2.3579 1.0280
C 5.9865 6.1217 2.6390
F -5.3862 0.4134 5.7398
C 5.0363 5.3946 1.7717
F -3.7546 -0.4327 4.2836
F 4.6332 5.5543 -5.8517
O 5.9459 2.9010 -5.0355
C -0.7217 3.7272 -1.3936
C -4.8897 -3.0265 -2.0564
H -1.0369 3.0466 -2.2749
H -1.4383 3.4692 -0.5337
F 4.2317 5.1058 -3.7699
H -3.3215 -1.9675 -1.5067
N -0.0290 1.1419 -0.1438
C 3.8599 -1.7386 -1.4709
H 3.6500 -2.6114 0.6148
H -3.4929 -4.3378 -1.0495
O 4.1813 2.6382 -6.7050
H -7.6311 -2.4406 4.2594
O 3.8347 8.0606 -0.2386
S 4.5124 2.9145 -5.3116
H -4.9042 -5.1703 -1.7352
H -6.6405 -3.6870 3.6397
C 3.9909 4.6801 -5.0367
H 4.9452 4.3273 1.9417
H 5.5168 9.2778 1.3149
H -8.0670 -3.8449 6.3715
H 3.6311 5.5111 0.1891
Cl -4.2935 -2.9170 1.7259
O 1.2178 -0.8729 -0.5414
F -4.9909 1.4680 3.6822
O -6.0996 -3.3171 6.1465
H 3.3875 -4.2409 -3.0533
O -8.6164 -4.2010 3.8746
H -7.0621 -5.0820 5.7483
Li -4.8830 -2.5471 -4.2405
C 4.3318 6.0282 0.8321
C 2.2686 -5.1391 0.1965
H 4.1800 -4.5288 -0.8451
C 6.1281 7.5773 2.4235
O 6.6271 5.5432 3.4990
C 1.5626 -2.2139 -0.1098
H 3.1959 -1.0803 -2.1208
H -5.5462 -3.0574 -2.9357
H 4.6890 -1.1602 -0.9193
H 1.7046 -3.6349 -2.6357
F 2.6658 4.8793 -5.2508
K 3.1838 4.8040 3.3874
C 0.4200 -0.1654 0.4270
O 3.7245 2.1397 -4.3566
C -7.1480 -3.9828 5.7776
H 0.8169 -2.9334 -0.6229
C -5.7032 -2.6821 -0.8309
C -7.5547 -3.5410 4.2399
H -6.4655 -3.4410 -0.6380
F -6.0309 -0.6333 3.7446
O -3.9145 -2.0029 -2.2878
C 1.0877 2.0868 -0.3097
H 6.8293 8.0935 3.0670
H 1.1522 -5.0783 -0.0541
C 5.4247 8.2122 1.4843
C 4.4741 7.4859 0.6171
C 2.4913 -4.4099 -2.3413
Cl 2.0284 4.6656 -1.1572
C -4.1855 -4.3637 -1.8961
H 2.1522 -5.4943 -2.4658
H -6.1979 -1.7124 -0.9499
C 0.7529 3.3523 -0.8944
H -0.4672 1.0107 -1.0682
O -2.1859 -0.6968 0.1781
H -5.0434 -2.6009 0.0520
H -0.8647 4.8362 -1.6242
H -3.5899 -4.5969 -2.7870
H 4.4107 -2.4633 -2.1872
C 3.0837 -2.6422 -0.3919
B -5.0404 0.2015 4.3612
```

Calculated values
HOMO energy, eV: -3.796
LUMO energy, hartree: -0.080
Total charge: -1
Orbital gap, eV: 1.6
2S+1: 1

Atomic partial charges in e from the Mulliken method, atoms 1 to 8: atom 1 (Be): 0.52, atom 2 (C): 0.65, atom 3 (H): 0.02, atom 4 (Na): 0.92, atom 5 (O): -0.71, atom 6 (H): 0.26, atom 7 (H): 0.36, atom 8 (Cl): -0.16

---

(2)
Density functional theory data (ωB97M-V/def2-TZVPD) for a molecular structure, C23H34BrCoO5Si2.

Structure (XYZ):
```
66
C23H34BrCoO5Si2 | the OMol25 dataset | ωB97M-V/def2-TZVPD
C -0.0150 1.5918 -1.8138
H 1.1709 3.3679 3.0645
C -0.1984 3.5658 -3.3055
H -2.2358 -2.9046 1.7406
H -4.4359 1.7053 0.8041
C -0.0290 4.1759 -4.5145
C -0.6575 2.2487 3.1289
H 3.2461 -0.3702 -0.8000
H 1.7441 -1.6767 3.6685
O -2.8733 0.4093 0.2469
H -3.3493 0.9035 2.8781
H -2.0455 -2.3360 3.4360
H 0.0921 3.5529 1.6710
C 0.2246 2.2187 -3.1415
H 2.6660 1.5758 0.2838
H 1.3424 0.0551 3.3768
C 0.4874 3.4445 -5.5801
H -0.6534 4.0831 -2.4667
C 0.8985 -0.9456 3.5253
H 2.7777 -1.2121 -2.2941
H 0.8988 -4.0245 3.7360
H -2.5989 -1.2617 2.1688
H 1.0712 0.4586 -4.1371
C 0.7243 1.4946 -4.2236
C -3.3232 1.6364 0.8432
Si 0.9941 -1.7730 -0.6206
C 1.8632 -4.6295 0.0366
H -3.4640 1.1091 -1.5975
Si -0.0605 -1.5488 1.9352
C 1.6985 -5.4202 2.3179
O -0.3363 2.3001 -0.8177
H -1.2910 3.0972 3.4576
H -0.2347 -1.7422 -2.8363
H 1.8243 3.1672 0.1705
C -3.5298 0.1736 -1.0338
H -0.3109 1.6935 3.9841
H -4.5874 -0.1496 -0.9516
H 1.9978 -6.1165 3.1027
C 2.8155 -1.3045 -1.1850
H -0.2580 5.2411 -4.6854
O 0.1423 0.3287 -1.7357
H 3.0198 2.8191 1.5406
Br 0.6532 4.2233 -7.3520
C 2.2535 2.4053 0.8612
H 0.6907 -3.2619 -2.7207
H -3.0256 2.6738 2.6480
H -0.7894 -3.1306 -1.7994
C 0.4675 2.8271 2.3799
H 1.1336 1.5569 -6.3521
C 2.0456 -5.6591 0.9671
H 3.4791 -2.1398 -0.8957
O 1.1824 1.8220 1.6784
C 1.0789 -4.2188 2.6673
C 0.7888 2.1016 -5.4622
H 0.2322 -0.9715 4.3944
C 0.0601 -2.5510 -2.1405
C -2.8272 1.6565 2.2719
C -1.8676 -2.0317 2.3705
H -3.0122 -0.6692 -1.5403
H -2.9121 2.4807 0.2953
C 1.2891 -3.4050 0.4050
H 2.4820 -6.5774 0.5714
Co -0.1984 0.4432 0.4001
H 2.2104 -4.7234 -1.0010
C 0.8005 -3.2510 1.7019
O -1.4275 1.3987 2.2748
```

Calculated values
HOMO energy (alpha / beta), eV: -4.600 / -8.102
LUMO energy (alpha / beta), hartree: 0.008 / -0.008
Total charge: 0
Orbital gap (alpha / beta), eV: 4.8 / 7.9
2S+1: 5

Atomic partial charges in e from the Mulliken method, atoms 1 to 8: atom 1 (C): 0.36, atom 2 (H): 0.42, atom 3 (C): -0.47, atom 4 (H): 0.32, atom 5 (H): 0.48, atom 6 (C): -0.49, atom 7 (C): -0.71, atom 8 (H): 0.25

---

(3)
Density functional theory data (ωB97M-V/def2-TZVPD) for 15 unconnected molecules or ions with the total composition C23H34Cl42N5O3.

Structure (XYZ):
```
107
C23H34Cl42N5O3 | the OMol25 dataset | ωB97M-V/def2-TZVPD
H -4.9286 -0.5599 -2.2650
C -2.1059 -2.1265 11.9671
Cl -7.0111 -2.9942 2.3247
Cl 5.7631 -8.6468 -0.2855
O 0.5042 2.8942 2.8001
C -2.0310 -0.2457 -2.7312
H -3.9283 -1.9391 -1.6733
Cl 1.8387 -7.2627 -0.9300
Cl -4.0618 0.8464 -8.5319
Cl 6.8056 5.0408 5.1976
Cl -0.8173 -5.5842 -10.3870
C 0.6409 -4.9162 -3.0563
Cl 1.9756 -0.9866 2.3079
H 3.7892 2.4003 1.2067
H -0.8966 9.1259 -1.1782
N 4.0805 1.6223 -1.4143
N 1.4137 0.2310 -1.8040
O 2.1424 0.2146 -2.9765
O -0.7437 0.3694 -2.6408
Cl -2.2982 -3.8505 12.2953
Cl 0.3533 3.8426 -5.4662
C 1.6566 3.7432 5.5077
H -1.6816 3.9595 3.7445
Cl -1.1733 -1.3494 13.2483
N 3.0457 1.8761 0.7636
N 3.0318 1.4228 -0.5034
C 4.9937 -10.2117 -0.5545
H -4.5611 3.0844 -8.0491
H 2.1661 1.8848 3.4789
Cl -1.9595 8.1999 0.6943
Cl -0.8043 -5.0659 -2.0532
Cl 6.0971 4.2385 2.4939
Cl 2.1826 -1.2675 5.1632
H -2.5211 0.1889 -3.6097
Cl 2.7691 3.1189 -4.0153
C -1.9051 3.0114 3.2451
Cl -7.4763 -2.4652 -0.4917
Cl -1.5669 8.3067 -5.2985
H 4.8576 2.0901 -0.9612
C 1.0574 -8.8268 -1.1972
Cl -6.7058 -0.2995 1.2854
Cl 1.4151 -3.3416 -2.7950
Cl -3.5422 6.2830 -4.5458
H 0.2817 -1.4249 -2.2988
H 4.3605 0.7267 -1.8052
H -3.2425 1.0656 -1.5467
C 2.2549 -2.1334 3.6302
C -0.7894 2.6374 2.2503
Cl -0.2967 -6.1094 -7.5786
H -0.9505 3.2804 1.3718
C -0.9084 -4.9361 -8.7502
H 5.6960 -10.9885 -0.2788
H -1.3380 5.9761 -5.2920
Cl 4.5743 -10.4170 -2.2561
C 1.8898 1.5228 1.3104
H 2.2779 1.1444 -3.2701
Cl 2.7788 -4.5371 8.4580
C -3.8550 2.5913 -8.7060
Cl 3.5559 -10.3809 0.4599
Cl 1.0914 2.2213 6.2042
C -1.9277 8.9140 -0.9233
Cl 0.6632 -9.0343 -2.9055
Cl -4.1921 3.0965 -10.3606
H 1.1602 3.8799 4.5534
Cl 1.6775 5.8021 -3.7900
H -4.6469 -0.8207 -0.5366
H 1.3403 -5.6922 -2.7645
H 0.7890 0.9130 3.0138
H 3.2459 -2.5561 3.5155
Cl -0.0178 -3.4161 -8.6288
H -2.8168 3.1763 2.6580
C -2.1354 6.6573 -5.5600
H -1.8978 -1.3208 -2.9408
H -2.0914 2.2049 3.9599
H 7.9011 5.5663 3.1974
C 6.8627 5.4891 3.4947
Cl -3.6799 -1.3486 11.7824
Cl 0.5400 -2.8022 9.0967
H 0.6838 3.7821 -3.1522
H -2.4027 -0.1114 -0.5628
Cl 3.4008 3.6780 5.2172
H -1.9480 -4.7392 -8.5201
C 1.3097 -3.7794 7.8424
H -0.3136 -0.5532 -0.8860
Cl 6.0928 7.0507 3.2294
H 1.5823 -3.1258 7.0244
Cl -2.8253 10.4313 -0.9515
H -8.6410 -1.6194 1.3565
H -0.9385 1.6052 1.9138
C 1.3736 1.7857 2.7299
C -2.9319 0.0120 -1.5188
Cl 1.2430 5.1023 6.5483
H 1.7552 -9.6046 -0.9073
Cl -2.2246 3.0767 -8.2275
Cl -2.5726 7.7855 -2.1193
N 1.1710 0.8764 0.4432
Cl -0.3891 -8.9767 -0.1998
H -1.5618 -2.0143 11.0360
C -7.5976 -1.8193 1.1468
C 0.1320 -0.4158 -1.8789
Cl 0.2445 -5.1361 -4.7589
C -4.1859 -0.8826 -1.5296
Cl 1.0869 -3.4479 3.5996
Cl -2.5213 6.4053 -7.2626
Cl 0.1897 -4.9987 7.2286
C 1.2863 4.0982 -3.9958
C 1.8831 0.8167 -0.7166
```

Calculated values
HOMO energy, eV: -12.098
LUMO energy, hartree: -0.101
Total charge: +1
Orbital gap, eV: 9.4
2S+1: 1

Atomic partial charges in e from the Mulliken method, atoms 1 to 8: atom 1 (H): 0.36, atom 2 (C): 0.38, atom 3 (Cl): -0.12, atom 4 (Cl): -0.10, atom 5 (O): -0.35, atom 6 (C): -0.76, atom 7 (H): 0.32, atom 8 (Cl): -0.10

---

(4)
Density functional theory data (ωB97M-V/def2-TZVPD) for 2 unconnected molecules or ions with the total composition C23H34N2O2S.

Structure (XYZ):
```
62
C23H34N2O2S | the OMol25 dataset | ωB97M-V/def2-TZVPD
H -3.6845 2.0610 1.3187
H -3.3341 1.9577 3.7133
H 6.1103 0.4405 0.7362
H 4.8746 -4.4352 0.5176
C 5.1889 -0.1199 1.0291
H 3.9782 -3.3580 -0.6341
H 4.6196 -0.4731 -1.0379
C 4.0948 -0.1055 -0.1071
C 0.6315 -2.2451 -2.1758
H 3.6835 -3.1471 1.1265
C -4.4923 -0.1945 -2.1304
C 1.9245 -0.0319 -2.0913
H 2.8629 -0.5521 -2.4427
H 3.3181 -0.8959 0.1049
C 5.5826 -1.5797 1.4873
C -4.5716 2.4856 -0.4624
H 6.6444 -1.5668 1.8705
C 4.4793 -3.3914 0.3784
C 2.2352 1.3162 -1.3755
H -5.9724 2.6501 -2.1191
H -1.1224 -4.1971 0.2215
C 0.6566 -1.1264 0.0401
H -3.5354 2.1968 -2.3757
C 3.4703 1.3085 -0.3804
H 1.3547 1.6888 -0.7814
H 1.3767 0.2198 -3.0476
C -1.0225 -0.3491 2.4103
H -0.4136 -4.2196 -2.3168
H -4.1441 -1.1926 -2.4020
H 0.2050 2.6661 1.0642
H -4.3146 3.5468 -0.3751
H -6.6314 3.1399 -0.5581
H -1.8341 3.5259 2.3367
C -2.1545 0.1372 3.1719
H -4.6433 0.8962 0.7828
H 4.2904 1.9800 -0.7704
O 5.5757 -2.4645 0.3572
H -2.7634 -0.6176 3.7294
H 4.9475 -1.9229 2.3445
C -5.9791 2.4163 -1.0514
C -0.1391 -2.2691 0.5588
C -0.5365 -3.3874 -0.2682
C -0.1364 -3.3585 -1.6728
N 1.0251 -0.0533 0.9428
H -6.4422 1.4379 -0.9185
C 1.0652 -1.0880 -1.3512
H 3.1996 1.7380 0.6286
S -0.6081 -2.1337 2.3257
H -2.5152 2.1202 -0.9496
H 4.7228 0.3854 1.9227
C -2.4519 1.5627 3.1609
H -4.6743 0.3715 -3.0489
C -3.4935 1.8264 -1.3425
C -0.1047 0.5198 1.6399
H 1.7288 -0.3543 1.6291
C -1.5853 2.4399 2.3735
H -5.4180 -0.3133 -1.5647
H 2.4374 2.1366 -2.1237
N -4.5922 1.9089 0.8857
O -3.4952 0.4066 -1.3244
C -0.4194 1.9452 1.6407
H 0.9412 -2.2888 -3.2496
```

Calculated values
HOMO energy, eV: -8.252
LUMO energy, hartree: 0.024
Structure (SMILES): COCCCCCCc1cccc2c1Nc1ccccc1S2.COC[C@@H](C)N
Total charge: 0
Orbital gap, eV: 8.9
2S+1: 1

Atomic partial charges in e from the Mulliken method, atoms 1 to 8: atom 1 (H): 0.16, atom 2 (H): 0.32, atom 3 (H): 0.35, atom 4 (H): 0.28, atom 5 (C): -0.66, atom 6 (H): 0.18, atom 7 (H): 0.41, atom 8 (C): 0.29

---

(5)
Density functional theory data (ωB97M-V/def2-TZVPD) for a molecular structure, C23H34NO3S2SbSeTi.

Structure (XYZ):
```
66
C23H34NO3S2SbSeTi | the OMol25 dataset | ωB97M-V/def2-TZVPD
C 0.4015 3.2896 4.7510
H 2.5682 -5.2713 -1.2982
H -2.5898 4.0737 -4.8358
S 1.1972 -0.9496 -1.6923
C 3.2165 -0.3675 1.6196
H 0.3855 2.3562 6.6946
H -2.7068 -2.2306 -5.1718
H 3.6007 -1.6926 -2.9097
C -0.2806 0.8014 3.7448
C -2.3038 -1.1454 -3.3331
C -2.2534 1.9816 -4.2736
H 2.0390 -1.2755 4.5891
C -0.1035 0.9803 5.1090
C 2.7280 -1.5467 3.7865
O -2.3408 -1.3589 -0.1888
H 3.9776 -3.3146 -2.3007
H 2.6974 -3.0817 -3.4970
H -1.8409 -0.7167 -5.4174
H -5.0341 1.4862 -3.6828
C -2.5223 3.4468 -3.9399
C -0.1162 1.8641 2.8502
C 3.7880 2.0011 2.9386
S 0.7304 -3.1541 0.7332
H 3.3153 0.9357 4.7368
O -1.9496 -1.4082 1.9105
H -0.2353 0.1334 5.7749
H 3.8527 -4.4097 -0.4487
C 2.7748 -4.6044 -0.4526
Ti -0.2843 -0.9617 0.2919
H -3.0604 1.5670 -4.8805
H 4.1022 2.8403 0.9857
C 3.1679 -2.6477 -2.6061
H -4.1047 2.1175 -1.3978
C 0.2239 3.1116 3.3872
H 3.9725 2.9342 3.4594
H 3.5979 -2.0308 4.2419
C 0.2427 2.2227 5.6281
H -3.5629 -0.6926 -5.0598
C 2.1470 -2.4293 -1.5148
C 3.5690 0.7632 0.8946
H -4.1380 0.4298 -0.9269
H -1.3305 1.8821 -4.8502
H -3.4615 3.5578 -3.3915
H 2.9571 -1.2823 1.0967
H 0.6751 4.2691 5.1312
C 3.8619 1.9483 1.5523
C -5.1213 0.8233 -2.8173
H -0.5488 -0.1741 3.3601
H -3.0890 -1.6148 -2.7382
C -4.0361 1.0973 -1.7841
H 2.2347 -2.2682 3.1337
Sb -1.9881 0.8096 -2.4447
H -1.3796 -1.6820 -3.1133
H 2.5289 -5.1426 0.4618
H -1.7338 3.8598 -3.3063
H 3.5527 0.7182 -0.1871
H 0.3675 3.9448 2.7091
C -2.6222 -1.1957 -4.8223
C 1.9614 -3.3272 -0.5286
H -6.1251 0.9606 -2.4000
C 3.4247 0.8734 3.6587
C 3.1374 -0.3242 3.0085
H -5.0613 -0.2037 -3.1844
Se -0.3040 1.6806 0.9599
N -2.7942 -1.5117 1.0000
O -3.9745 -1.7450 1.1966
```

Calculated values
HOMO energy (alpha / beta), eV: -0.263 / -0.934
LUMO energy (alpha / beta), hartree: 0.173 / 0.173
Total charge: -2
Orbital gap (alpha / beta), eV: 5.0 / 5.6
ΔE to the lowest compared entry with this formula, charge and spin, kJ/mol: 25.2
2S+1: 3

Atomic partial charges in e from the Mulliken method, atoms 1 to 8: atom 1 (C): -0.42, atom 2 (H): 0.31, atom 3 (H): 0.36, atom 4 (S): -0.58, atom 5 (C): 0.04, atom 6 (H): 0.33, atom 7 (H): 0.38, atom 8 (H): 0.32

---

(6)
Density functional theory data (ωB97M-V/def2-TZVPD) for a molecular structure, C23H35AsBClN10O6OsSi2.

Structure (XYZ):
```
80
C23H35AsBClN10O6OsSi2 | the OMol25 dataset | ωB97M-V/def2-TZVPD
C 2.2321 3.0499 -1.5913
H -5.0754 -0.4000 2.3450
C 0.9957 6.8439 -1.0786
H -3.4596 -4.6588 2.2010
B 0.0216 3.5216 -0.2744
H -3.5356 1.1745 -1.8022
H -0.1326 4.6058 2.4264
C 3.8487 -1.3615 1.2518
N -1.3483 3.3112 -0.9124
C 1.5324 5.4439 0.5209
H -2.0401 5.1953 -1.5193
H 2.5163 4.0894 -1.5909
C 2.9828 -3.3346 -1.7573
H 0.9185 7.6819 -1.7526
C -0.3224 2.5675 3.3242
C 1.8633 6.6732 0.0196
N -0.0548 2.9266 1.1592
H 2.0351 -4.3918 2.8177
H 0.8669 -5.4714 -1.7887
H -0.1255 -2.5779 -3.9833
H 4.5196 -1.3164 2.1131
C -4.1688 -0.8673 1.9948
H 2.6113 7.3521 0.3895
N -0.1518 1.5903 1.3243
H 1.6190 -4.4953 1.1113
H 0.5468 -1.0793 -3.3934
O -0.7676 -2.6561 0.7452
H 3.3295 -3.9274 -2.6082
O -2.7221 -2.7564 -1.6653
H 0.5466 -1.7307 3.5282
H -0.4385 2.7163 4.3824
H -0.6065 -4.7056 -2.4134
C 2.8882 1.9352 -2.0883
N 1.0623 2.6621 -1.0754
C -2.7082 -4.2405 1.5380
C 0.1918 -4.6201 -1.6772
Si 1.1462 -3.0394 -1.9388
H 3.7026 -0.3391 0.8961
H 2.1780 -1.8137 4.1851
H -2.8714 -4.5906 0.5197
C -0.3176 1.3666 2.6271
H 3.8388 1.9026 -2.5893
H 3.2084 -3.8991 -0.8510
Si 2.2451 -2.1585 1.7649
C -3.1274 -0.0134 1.4523
O -2.8570 -1.4249 -3.6143
O -3.1944 1.1889 1.3885
H 1.5977 -2.2413 -4.2190
C 2.0253 0.8821 -1.8286
H 4.3495 -1.9321 0.4696
N -1.7957 2.0319 -1.0074
H 1.9538 4.8892 1.3427
As 0.6653 -1.6547 0.0260
C -0.1659 3.5329 2.3495
H -0.2731 -4.6732 -0.6936
N -2.8267 -2.7791 1.5829
N 0.9199 1.3273 -1.2175
Cl -2.7268 -1.4320 -2.2072
C 0.7609 -2.1369 -3.5245
C -3.3010 3.3890 -1.9400
H -0.4533 0.3641 2.9913
C -2.9754 2.0759 -1.6286
H 2.1274 -0.1588 -2.0893
H 1.6562 -0.3528 3.3439
N -1.9637 -0.6849 0.9631
H -4.1847 3.7449 -2.4377
H 3.5714 -2.4148 -1.7464
H 3.3097 -4.3942 1.6012
C -4.0033 -2.1891 2.0111
H -1.7232 -4.5446 1.8774
Os -0.6790 0.3774 -0.2860
C -2.2408 4.1404 -1.4737
C 1.5836 -1.4403 3.3471
O -3.7085 -0.6216 -1.5577
C 2.3043 -4.0318 1.8233
O -1.3449 -0.8613 -1.9126
N 0.5150 4.9424 -0.2351
C -1.8458 -2.0074 1.0823
N 0.2030 5.8031 -1.2373
H -4.7530 -2.8789 2.3699
```

Calculated values
HOMO energy (alpha / beta), eV: -11.203 / -11.014
LUMO energy (alpha / beta), hartree: -0.102 / -0.149
Total charge: +1
Orbital gap (alpha / beta), eV: 8.4 / 7.0
ΔE to the lowest compared entry with this formula, charge and spin, kJ/mol: 14.1
2S+1: 2

Atomic partial charges in e from the Mulliken method, atoms 1 to 8: atom 1 (C): 0.04, atom 2 (H): 0.49, atom 3 (C): -0.33, atom 4 (H): 0.39, atom 5 (B): 0.66, atom 6 (H): 0.76, atom 7 (H): 0.72, atom 8 (C): -1.13